Version one
Here is a structure of composition C3H4O3 from the Open Molecules 2025 dataset. Energies are from ωB97M-V with the def2-TZVPD basis set.

For the HOMO energy, the calculation gives -10.17 eV. The gap between HOMO and LUMO comes out at 10.52 eV.

Each line ends with the Löwdin charge.
Element x y z (Å)
O: -1.198 2.101 -0.715  0.084
O: -0.104 -1.281 -0.513  -0.034
O: 0.500 -0.743 1.564  -0.040
C: 1.028 -0.444 0.420  -0.241
C: -0.992 1.044 -0.173  -0.179
C: 0.146 0.151 -0.597  -0.222
H: 2.078 -0.649 0.194  0.159
H: 0.574 0.437 -1.557  0.159
H: -0.308 -1.279 0.732  0.176
H: -1.609 0.680 0.670  0.140

=====

Version two
Here is an isolated molecule of C3H4O3 from the Open Molecules 2025 dataset. Energies are from ωB97M-V with the def2-TZVPD basis set.

For the HOMO energy, the calculation gives -10.09 eV. The gap between HOMO and LUMO comes out at 10.10 eV. Its SMILES is O=CC(O)C=O.

Each line ends with the Löwdin charge.
Element x y z (Å)
O: -1.198 0.893 0.045  -0.012
O: 2.131 0.951 -0.755  0.082
O: -0.445 -1.336 1.291  0.065
C: -0.131 0.138 -0.512  -0.303
C: -0.481 -1.214 0.085  -0.173
C: 1.198 0.720 -0.031  -0.189
H: 1.219 0.960 1.052  0.139
H: -1.214 0.579 0.970  0.097
H: -0.161 0.171 -1.606  0.156
H: -0.947 -1.972 -0.565  0.138

=====

Version three
Here is a structure of composition C3H4O3 from the Open Molecules 2025 dataset. Energies are from ωB97M-V with the def2-TZVPD basis set.

For the HOMO energy, the calculation gives -9.08 eV. The gap between HOMO and LUMO comes out at 9.35 eV.

Each line ends with the Löwdin charge.
Element x y z (Å)
O: 1.735 -0.338 0.999  0.055
O: -0.612 0.892 1.341  -0.018
O: 0.333 -0.929 -1.660  0.040
C: 0.583 -0.467 0.656  -0.403
C: 0.242 0.050 -0.710  -0.177
C: -1.136 1.090 0.263  -0.009
H: -0.127 -1.238 1.044  0.146
H: 0.064 -1.792 -1.305  0.118
H: 0.869 0.876 -1.041  0.138
H: -1.951 1.856 0.414  0.110

=====

Most stable: version two (next structure +206.7 kJ/mol)

=====

Version one
Here is a cluster of 2 separate species, C4H14N in total from the Open Molecules 2025 dataset. Energies are from ωB97M-V with the def2-TZVPD basis set.

For the HOMO energy, the calculation gives -13.94 eV. The gap between HOMO and LUMO comes out at 10.20 eV. Its total charge is +1.

Each line ends with the Löwdin charge.
Element x y z (Å)
N: 2.703 -0.092 -0.202  -0.050
C: -3.492 -0.277 0.797  -0.188
C: -2.507 -0.054 -0.310  -0.203
C: 1.625 -0.710 0.632  0.004
C: 2.298 1.131 -0.968  0.000
H: -1.812 -0.903 -0.532  0.056
H: 3.138 -0.716 -0.890  0.181
H: 1.138 -1.494 0.034  0.112
H: -4.086 -1.175 0.702  0.057
H: 3.193 1.487 -1.529  0.120
H: 1.878 -1.208 1.564  0.106
H: -4.278 0.499 0.985  0.080
H: -2.984 0.018 -1.296  0.067
H: -2.998 -0.319 1.826  0.081
H: 3.548 0.156 0.346  0.189
H: 1.465 0.813 -1.599  0.111
H: 0.900 0.066 0.897  0.102
H: 2.066 1.993 -0.316  0.118
H: -1.797 0.787 -0.142  0.058

=====

Version two
Here is a cluster of 2 separate species, C4H14N in total from the Open Molecules 2025 dataset. Energies are from ωB97M-V with the def2-TZVPD basis set.

For the HOMO energy, the calculation gives -14.74 eV. The gap between HOMO and LUMO comes out at 10.87 eV. Its total charge is +1.

Each line ends with the Löwdin charge.
Element x y z (Å)
N: -0.098 -0.274 -2.781  0.190
C: -0.785 1.026 -0.802  -0.072
C: 0.067 -0.100 -1.279  -0.192
C: -0.126 -0.016 2.956  -0.170
C: 0.957 -0.627 2.072  -0.163
H: -1.849 0.844 -1.002  0.098
H: 0.502 -0.974 -3.213  0.174
H: -0.611 2.075 -1.059  0.097
H: 0.240 0.855 3.487  0.066
H: 1.118 -0.120 -1.011  0.131
H: 0.135 0.605 -3.261  0.176
H: -0.802 1.098 0.292  0.077
H: 1.615 -1.155 2.751  0.071
H: 1.446 0.161 1.504  0.057
H: 0.576 -1.399 1.410  0.051
H: -1.061 0.349 2.524  0.051
H: -0.438 -0.707 3.743  0.071
H: -1.084 -0.417 -3.011  0.173
H: -0.381 -0.988 -0.909  0.113

=====

Version three
Here is a cluster of 2 separate species, C4H14N in total from the Open Molecules 2025 dataset. Energies are from ωB97M-V with the def2-TZVPD basis set.

For the HOMO energy, the calculation gives -13.60 eV. The gap between HOMO and LUMO comes out at 9.40 eV. Its total charge is +1.

Each line ends with the Löwdin charge.
Element x y z (Å)
N: 2.612 -2.575 -0.027  0.139
C: -2.632 1.210 0.164  -0.120
C: -1.451 2.004 -0.222  -0.350
C: 1.420 -2.049 -0.924  0.012
C: -0.375 1.935 0.814  -0.136
H: -0.868 2.018 1.782  0.075
H: -2.964 1.682 1.111  0.094
H: 3.105 -3.304 -0.550  0.159
H: 3.314 -1.862 0.251  0.175
H: -1.551 3.075 -0.421  0.125
H: -2.385 0.224 0.442  0.061
H: 0.857 -1.217 -0.338  0.112
H: 1.842 -1.846 -1.899  0.088
H: -3.254 1.344 -0.680  0.071
H: 0.393 2.694 0.748  0.069
H: 2.305 -2.998 0.877  0.177
H: 0.536 -2.808 -0.982  0.132
H: -1.133 1.437 -1.038  0.074
H: 0.230 1.034 0.894  0.043

=====

Most stable: version two (next structure +38.6 kJ/mol)

=====

Version one
Here is the ion C4H12NS with charge +1 from the Open Molecules 2025 dataset. Energies are from ωB97M-V with the def2-TZVPD basis set.

For the HOMO energy, the calculation gives -14.03 eV. The gap between HOMO and LUMO comes out at 10.17 eV. Its SMILES is CS[N+](C)(C)C. Its total charge is +1.

Each line ends with the Löwdin charge.
Element x y z (Å)
S: 1.167 1.069 0.099  0.887
N: -0.545 0.281 0.080  -0.667
C: -1.471 1.443 -0.174  -0.032
C: -0.464 -0.681 -1.075  -0.057
C: 2.613 -0.541 -0.066  -0.057
C: -0.810 -0.470 1.282  -0.082
H: 3.291 0.231 0.256  0.016
H: -1.710 -1.127 1.084  0.136
H: 0.055 -1.610 -0.717  0.121
H: -2.404 0.993 -0.327  0.094
H: -1.243 2.026 0.718  0.095
H: -1.055 2.049 -1.000  0.106
H: 0.165 -0.235 -1.820  0.076
H: 2.187 -1.249 0.555  -0.009
H: 0.252 -0.869 1.461  0.099
H: -1.457 -0.821 -1.366  0.087
H: 2.508 -0.701 -1.160  0.048
H: -1.079 0.212 2.171  0.138

=====

Version two
Here is a cluster of 2 separate species, C4H12NS in total from the Open Molecules 2025 dataset. Energies are from ωB97M-V with the def2-TZVPD basis set.

For the HOMO energy, the calculation gives -12.54 eV. The gap between HOMO and LUMO comes out at 7.48 eV. Its total charge is +1.

Each line ends with the Löwdin charge.
Element x y z (Å)
S: -1.985 0.501 -0.871  0.704
N: 1.908 -1.523 0.563  0.015
C: 2.482 -2.455 1.544  0.015
C: -1.030 1.782 0.033  -0.608
C: 0.667 -1.309 0.384  0.162
C: 0.049 2.335 -0.868  -0.182
H: -1.723 2.554 0.347  0.072
H: 0.665 3.061 -0.345  0.080
H: -0.383 2.840 -1.728  0.079
H: -0.065 -1.852 0.966  0.134
H: 0.344 -0.583 -0.360  0.048
H: -2.827 0.224 0.137  -0.129
H: 2.817 -1.884 2.406  0.112
H: 0.693 1.549 -1.266  0.051
H: 2.552 -1.012 -0.028  0.177
H: 3.324 -2.972 1.090  0.110
H: -0.607 1.335 0.934  0.054
H: 1.711 -3.153 1.840  0.104

=====

Most stable: version two (next structure +178.7 kJ/mol)

=====

Version one
Here is a cluster of 2 separate species, C4H12NS in total from the Open Molecules 2025 dataset. Energies are from ωB97M-V with the def2-TZVPD basis set.

For the HOMO energy, the calculation gives -11.89 eV. The gap between HOMO and LUMO comes out at 6.88 eV. Its total charge is +1.

Each line ends with the Löwdin charge.
Element x y z (Å)
S: 0.240 0.067 -1.758  0.720
N: 0.287 0.022 2.832  0.013
C: -0.730 1.589 -1.808  -0.421
C: -0.439 -0.102 1.799  0.165
C: 1.656 -0.534 2.948  0.020
C: -1.064 -1.180 -2.017  -0.402
H: 2.381 0.259 2.782  0.112
H: -1.659 1.476 -1.251  0.029
H: -1.339 -1.211 -3.069  0.039
H: -0.632 -2.142 -1.756  0.030
H: -1.455 0.273 1.833  0.132
H: -0.091 2.382 -1.428  0.030
H: -0.102 -0.657 0.929  0.071
H: 1.755 -1.249 2.135  0.103
H: 1.768 -1.023 3.909  0.108
H: -1.932 -0.923 -1.415  0.028
H: -0.036 0.589 3.612  0.179
H: -1.012 1.852 -2.828  0.042

=====

Version two
Here is a cluster of 3 separate species, C4H12NS in total from the Open Molecules 2025 dataset. Energies are from ωB97M-V with the def2-TZVPD basis set.

For the HOMO energy, the calculation gives -13.60 eV. The gap between HOMO and LUMO comes out at 4.98 eV. Its total charge is +1.

Each line ends with the Löwdin charge.
Element x y z (Å)
S: -0.252 -1.682 0.220  0.931
N: -2.032 -2.714 2.688  0.012
C: 0.674 -0.456 1.007  -0.193
C: 0.492 0.863 -2.340  -0.104
C: 0.635 1.780 -1.173  -0.231
C: 0.816 3.082 -1.207  0.042
H: -2.665 -2.564 3.462  0.027
H: 1.390 0.252 -2.477  0.086
H: -2.560 -2.823 1.834  0.003
H: 0.916 3.669 -0.306  0.072
H: 0.450 -2.795 0.569  -0.012
H: -0.324 0.151 -2.207  0.053
H: 0.596 1.261 -0.170  0.062
H: 0.338 1.379 -3.284  0.092
H: 1.719 -0.741 0.910  0.056
H: 0.886 3.613 -2.146  0.084
H: 0.335 -0.346 2.044  0.081
H: -1.414 -1.929 2.576  -0.064

=====

Version three
Here is the ion C4H12NS with charge +1 from the Open Molecules 2025 dataset. Energies are from ωB97M-V with the def2-TZVPD basis set.

For the HOMO energy, the calculation gives -12.50 eV. The gap between HOMO and LUMO comes out at 8.79 eV. Its SMILES is CSCCC[NH3+]. Its total charge is +1.

Each line ends with the Löwdin charge.
Element x y z (Å)
S: -0.951 -1.283 -0.305  0.810
N: -0.462 1.998 1.404  0.152
C: 0.568 -0.553 0.399  -0.516
C: 0.998 0.810 -0.202  -0.277
C: 0.986 1.940 0.766  -0.152
C: -0.199 -1.903 -1.830  -0.393
H: 0.270 1.005 -0.924  0.069
H: 0.231 -1.098 -2.465  0.051
H: -0.613 1.964 2.520  0.235
H: 1.967 0.803 -0.918  0.191
H: 0.508 -0.407 1.504  0.089
H: 1.711 1.871 1.724  0.178
H: 1.285 -1.336 0.407  0.067
H: 0.513 -2.713 -1.555  0.061
H: -1.052 -2.117 -2.487  0.042
H: 1.173 2.939 0.273  0.141
H: -1.018 2.830 1.147  0.168
H: -0.645 1.043 1.028  0.084

=====

Most stable: version one (next structure +71.2 kJ/mol)

=====

Version one
Here is the ion C4H4N3 with charge +1 from the Open Molecules 2025 dataset. Energies are from ωB97M-V with the def2-TZVPD basis set.

For the HOMO energy, the calculation gives -16.03 eV. The gap between HOMO and LUMO comes out at 10.37 eV. Its total charge is +1.

Each line ends with the Löwdin charge.
Element x y z (Å)
N: 1.090 -0.081 -0.296  0.128
N: -1.897 -0.534 0.036  0.019
N: -0.655 1.364 0.062  0.159
C: -1.761 -1.663 -0.244  0.151
C: -1.695 0.740 0.424  -0.118
C: 1.844 -0.928 0.194  0.165
C: 0.420 0.951 -0.596  -0.092
H: 2.533 -0.700 1.005  0.133
H: 0.750 1.568 -1.431  0.175
H: 1.820 -1.943 -0.194  0.126
H: -2.449 1.225 1.038  0.156

=====

Version two
Here is the ion C4H4N3 with charge +1 from the Open Molecules 2025 dataset. Energies are from ωB97M-V with the def2-TZVPD basis set.

For the HOMO energy, the calculation gives -15.90 eV. The gap between HOMO and LUMO comes out at 8.82 eV. Its SMILES is C1#[N+]C=NC=NC1. Its total charge is +1.

Each line ends with the Löwdin charge.
Element x y z (Å)
N: 0.387 1.562 0.117  0.227
N: 0.913 -0.066 -1.297  0.169
N: -0.277 -1.347 0.455  0.127
C: -0.949 -0.283 1.227  -0.102
C: 0.481 -1.215 -0.574  -0.102
C: -0.352 1.147 0.949  0.199
C: 0.859 1.186 -1.143  -0.069
H: -0.962 -0.327 2.377  0.155
H: 0.737 -2.058 -1.102  0.107
H: 1.118 1.935 -1.843  0.140
H: -1.953 -0.535 0.833  0.149

=====

Version three
Here is the ion C4H4N3 with charge +1 from the Open Molecules 2025 dataset. Energies are from ωB97M-V with the def2-TZVPD basis set.

For the HOMO energy (spin up / spin down), the calculation gives -15.23 / -15.23 eV. The gap between HOMO and LUMO (spin up / spin down) comes out at 6.77 / 6.77 eV. Its SMILES is C=CC1=NN=[N+]=C1. Its total charge is +1.

Each line ends with the Löwdin charge.
Element x y z (Å)
N: -2.487 0.387 -0.219  0.131
N: -1.162 0.862 1.430  0.242
N: -2.134 1.006 0.830  -0.035
C: -0.275 0.178 -0.008  -0.004
C: -1.400 0.020 -0.834  -0.026
C: 1.857 -0.633 0.519  0.260
C: 1.048 0.094 -0.303  -0.085
H: -1.323 -0.490 -1.733  0.128
H: 1.352 0.444 -1.311  0.153
H: 2.896 -0.958 0.137  0.151
H: 1.629 -0.910 1.492  0.085

=====

Most stable: version one (next structure +131.8 kJ/mol)

=====

Version one
Here is a structure of composition C4H4N3 from the Open Molecules 2025 dataset. Energies are from ωB97M-V with the def2-TZVPD basis set.

For the HOMO energy, the calculation gives -14.91 eV. The gap between HOMO and LUMO comes out at 9.02 eV. Its total charge is +1.

Each line ends with the Löwdin charge.
Element x y z (Å)
N: -2.829 -0.075 0.064  0.224
N: -0.403 2.200 0.018  0.251
N: -1.325 -0.325 0.099  0.040
C: 0.651 1.547 0.108  -0.172
C: 0.934 0.149 0.195  0.001
C: -0.027 -0.804 0.342  0.057
C: -1.814 0.874 0.070  0.050
H: 1.915 -0.060 0.384  0.097
H: 1.379 2.376 0.195  0.177
H: 0.266 -1.756 0.573  0.114
H: -3.313 -0.380 -0.817  0.161

=====

Version two
Here is the ion C4H4N3 with charge +1 from the Open Molecules 2025 dataset. Energies are from ωB97M-V with the def2-TZVPD basis set.

For the HOMO energy (spin up / spin down), the calculation gives -15.42 / -15.37 eV. The gap between HOMO and LUMO (spin up / spin down) comes out at 6.78 / 6.57 eV. Its total charge is +1.

Each line ends with the Löwdin charge.
Element x y z (Å)
N: 1.172 -0.242 0.277  0.204
N: 3.597 0.212 -0.107  0.274
N: -0.546 1.488 -0.111  0.316
C: 2.436 0.017 -0.062  -0.191
C: -1.423 0.658 0.098  -0.147
C: 0.203 -1.055 -0.123  -0.027
C: -1.120 -0.676 -0.105  0.036
H: -0.271 2.320 0.256  0.094
H: -1.944 -1.332 -0.202  0.128
H: 0.385 -2.088 -0.183  0.149
H: -2.490 0.698 0.261  0.165

=====

Most stable: version two (next structure +169.5 kJ/mol)